Model one:
Here is a cluster of 6 separate species, C14H40N4O6 in total from the Open Molecules 2025 dataset. Energies are from wB97M-V/def2-TZVPD.

Calculated values
* SMILES string: NC(N)=O.NC(N)=O.CC(C)O.CC(C)O.CC(C)O.CC(C)O
* HOMO-LUMO gap: 10.220 eV
* HOMO: -9.603 eV

Last column: Löwdin charge in e.
Geometry (Å):
1 O -2.2069 -1.1615 4.7796  0.02
2 O -3.9068 -2.9974 0.0648  -0.06
3 O 1.9272 0.8171 -3.8521  -0.08
4 O -0.2517 0.7162 4.5823  -0.10
5 O 4.8964 -0.2749 -2.2793  0.06
6 O 0.7242 -0.5645 0.2097  -0.06
7 N 5.7348 1.5377 -3.0645  0.18
8 N 5.9467 -0.3616 -4.2700  0.16
9 N -2.4487 -2.8407 3.3499  0.15
10 N -1.3431 -0.9578 2.7288  0.21
11 C -4.2235 -0.9414 -1.1128  -0.06
12 C 0.0767 1.7837 0.4981  -0.06
13 C -1.9935 -2.0275 -1.0531  -0.06
14 C -0.2550 -0.3064 -3.8593  -0.07
15 C 2.4217 1.2044 -0.2079  -0.04
16 C -2.0489 -1.5670 3.6428  -0.71
17 C 5.5113 0.2612 -3.1364  -0.78
18 C -3.4614 -2.2500 -1.0541  -0.52
19 C -2.3537 2.1287 4.7650  -0.03
20 C -0.8055 1.9020 5.1661  -0.41
21 C 1.5970 -0.9172 -5.5668  -0.03
22 C 0.9407 0.1868 -4.6849  -0.46
23 C 0.9350 0.7782 -0.2227  -0.48
24 C -0.6781 1.8409 6.6895  -0.06
25 H 0.6512 0.8095 -1.2730  0.10
26 H 5.7013 -1.3313 -4.2734  0.10
27 H 2.1497 -0.4878 -6.4002  0.08
28 H -0.6819 -0.0273 5.0189  0.05
29 H -3.1117 -3.3268 3.9522  0.11
30 H 0.4850 1.9982 1.5272  0.09
31 H -1.2937 -1.2320 1.7957  0.05
32 H -4.0644 -0.2735 -0.2364  0.09
33 H -3.8278 -0.4884 -1.9871  0.06
34 H -0.9662 1.5040 0.6620  0.07
35 H 1.2374 -0.6907 1.0136  0.09
36 H -4.0718 -2.3635 0.7826  0.08
37 H 2.4653 2.1250 -0.7823  0.08
38 H -0.2550 2.7596 4.7441  0.13
39 H 6.4425 2.0848 -3.4970  0.11
40 H 5.7957 0.1253 -5.1331  0.09
41 H 2.8183 1.4250 0.7871  0.08
42 H -2.1588 -3.3601 2.5277  0.10
43 H 0.0617 -1.0734 -3.1354  0.08
44 H -1.4535 1.2819 7.1303  0.07
45 H 0.3603 1.7618 6.9647  0.08
46 H 3.0768 0.5515 -0.7268  0.04
47 H -1.0418 -0.0685 3.1364  0.08
48 H -1.0713 -0.7186 -4.4221  0.07
49 H 5.1660 1.9576 -2.3400  0.12
50 H -0.5964 0.5427 -3.2556  0.08
51 H 2.1731 -1.4562 -4.8501  0.06
52 H 0.1293 2.7214 -0.0685  0.08
53 H -1.3103 -2.8886 -1.1252  0.09
54 H -2.7491 1.4790 3.9947  0.05
55 H -5.3212 -1.0193 -1.0624  0.09
56 H 2.5403 0.1872 -3.3998  0.09
57 H -1.6767 -1.4773 -0.1452  0.06
58 H -0.8997 2.8375 7.0512  0.08
59 H -2.5666 3.1372 4.4150  0.06
60 H -2.9408 1.8932 5.6654  0.07
61 H -3.7283 -2.8056 -1.9480  0.14
62 H -1.6864 -1.4628 -1.9867  0.07
63 H 0.8624 -1.6045 -5.9046  0.06
64 H 0.6225 0.9848 -5.3282  0.12

Model two:
Here is a cluster of 6 separate species, C14H40N4O6 in total from the Open Molecules 2025 dataset. Energies are from wB97M-V/def2-TZVPD.

Calculated values
* SMILES string: NC(N)=O.NC(N)=O.CC(C)O.CC(C)O.CC(C)O.CC(C)O
* HOMO-LUMO gap: 9.747 eV
* HOMO: -9.392 eV

Last column: Löwdin charge in e.
Geometry (Å):
1 O -1.0980 -3.2801 -1.5845  -0.06
2 O 2.7963 0.3431 -5.1840  -0.06
3 O -3.6617 -1.8634 1.2671  -0.05
4 O -0.8556 -0.7582 0.0361  0.01
5 O 0.7878 0.6871 4.6804  -0.06
6 O 2.1867 3.0348 0.2264  -0.01
7 N 0.2800 1.0151 -0.8243  0.17
8 N -0.1189 0.9117 1.4295  0.19
9 N 3.0983 3.5349 -1.7885  0.17
10 N 3.7955 1.6718 -0.5911  0.18
11 C -3.9488 0.3153 2.3533  -0.05
12 C 2.4332 1.7263 -5.3777  -0.48
13 C 1.2366 2.1151 -4.5314  -0.06
14 C 0.6322 -4.9120 -1.7242  -0.07
15 C -4.5903 -0.8522 1.6200  -0.50
16 C 3.6835 2.5379 -5.0507  -0.06
17 C -5.6452 -1.5396 2.4626  -0.07
18 C 2.9684 2.7453 -0.6855  -0.67
19 C -0.0323 0.2347 6.9251  -0.05
20 C -1.5137 0.0632 4.8694  -0.07
21 C 0.6288 -2.9464 -3.2514  -0.07
22 C -0.1051 -0.1166 5.4386  -0.49
23 C 0.3004 -3.4457 -1.8561  -0.50
24 C -0.3260 0.3428 0.2025  -0.62
25 H -0.9301 -0.1354 7.4267  0.08
26 H 0.5643 0.5277 -1.6518  0.09
27 H -1.1549 -2.3525 -1.3158  0.04
28 H 0.6335 1.9397 -0.6353  0.06
29 H 0.6265 -1.8516 -3.3095  0.06
30 H 0.3508 1.5346 -4.7853  0.08
31 H -4.0469 0.2020 3.4371  0.07
32 H -4.4131 1.2632 2.0820  0.08
33 H 0.5197 1.6068 4.7692  0.09
34 H 3.6708 1.0696 0.2022  0.11
35 H 3.4807 3.5619 -4.7389  0.07
36 H 2.6054 4.4061 -1.8394  0.12
37 H 2.1944 -0.1845 -5.7168  0.08
38 H -2.8760 0.3480 2.1696  0.05
39 H 1.6201 -3.2742 -3.5814  0.08
40 H -6.1915 -2.2746 1.8690  0.08
41 H -0.0843 -3.2862 -4.0051  0.08
42 H 0.1688 -1.1629 5.3165  0.14
43 H 1.4630 2.2155 -3.4748  0.05
44 H 0.0066 1.3152 7.0575  0.08
45 H 4.3420 2.5649 -5.9142  0.08
46 H 0.9556 3.1309 -4.8634  0.09
47 H -2.2406 -0.5205 5.4335  0.09
48 H -0.4515 0.5364 2.2949  0.06
49 H 0.1933 -5.3515 -0.8256  0.08
50 H -1.8448 1.1050 4.9229  0.09
51 H 4.1297 2.0201 -4.1962  0.07
52 H 0.8172 -0.2568 7.3964  0.08
53 H 3.8328 3.3465 -2.4455  0.07
54 H -5.0627 -0.5153 0.6870  0.13
55 H -1.4379 -0.2276 3.8262  0.05
56 H 2.1834 1.8590 -6.4354  0.13
57 H -5.1458 -2.0760 3.2727  0.08
58 H 0.5235 1.6897 1.4353  0.08
59 H 1.7071 -5.0973 -1.6994  0.08
60 H 0.8778 -2.8433 -1.1470  0.13
61 H -6.3715 -0.8387 2.8740  0.08
62 H 4.5128 1.4383 -1.2520  0.10
63 H -2.8693 -1.5044 0.8481  0.05
64 H 0.2092 -5.4925 -2.5497  0.08

The winner here is model two, beating the second structure by 29.7 kcal/mol.

Model one:
Here is a structure of composition C4H11NO5PSn from the Open Molecules 2025 dataset. Energies are from wB97M-V/def2-TZVPD.

Calculated values
* total charge: -1
* HOMO-LUMO gap: 4.519 eV
* HOMO: -2.275 eV

Last column: Löwdin charge in e.
Geometry (Å):
1 Sn -2.1976 0.1076 0.2769  1.44
2 P -2.7709 -2.2394 -1.1483  -0.08
3 O -0.4894 0.7205 1.4873  -0.49
4 O -3.8007 -1.3526 -0.4275  -0.53
5 O -3.0142 -3.6891 -0.5846  -0.51
6 O -3.2175 -2.2884 -2.6736  -0.50
7 O -1.2778 -1.7103 -0.8656  -0.52
8 N 0.2627 -0.0035 -1.1994  0.00
9 C 0.2331 -0.1304 2.4020  -0.07
10 C 1.1883 0.7011 -0.2394  -0.40
11 C 2.2715 1.4618 -1.0614  -0.06
12 C 0.3705 1.5721 0.7268  -0.22
13 H 3.0879 1.9605 -0.5390  0.06
14 H 1.6278 -0.1441 0.2903  0.12
15 H 1.9093 2.2502 -1.7212  0.08
16 H 0.8903 -0.3306 -1.9200  0.08
17 H -0.5143 -0.4008 3.1480  0.09
18 H 0.1155 -0.8821 -0.7236  -0.01
19 H 0.4850 -1.0767 1.9232  0.10
20 H -0.2188 2.2836 0.1484  0.11
21 H 2.9239 0.8331 -1.6674  0.07
22 H 1.0737 2.0660 1.3974  0.13
23 H 1.0617 0.2913 2.9708  0.10

Model two:
Here is a structure of composition C4H11NO5PSn from the Open Molecules 2025 dataset. Energies are from wB97M-V/def2-TZVPD.

Calculated values
* total charge: -1
* HOMO-LUMO gap: 3.833 eV
* HOMO: -3.278 eV

Last column: Löwdin charge in e.
Geometry (Å):
1 Sn 3.0312 2.2387 0.2461  1.03
2 P 0.4148 2.9876 2.6062  0.06
3 O -1.1541 -2.2925 -0.1881  -0.18
4 O 1.2993 3.9985 1.7918  -0.51
5 O -1.1474 3.3283 2.4645  -0.47
6 O 0.8589 3.0042 4.1767  -0.47
7 O 0.7700 1.4715 2.0854  -0.50
8 N 0.2526 0.9696 -0.5633  0.02
9 C -0.8058 -0.9611 0.0720  -0.21
10 C 1.5009 -0.9208 -1.0223  -0.10
11 C -1.9130 -2.5408 -1.4035  -0.10
12 C 0.1375 -0.3998 -0.9450  -0.50
13 H -2.5112 -1.7102 -1.7783  0.09
14 H -1.7035 -0.3674 0.2446  0.14
15 H 2.0606 -1.0132 -0.0916  0.07
16 H 1.4806 -1.9724 -1.3085  0.08
17 H 2.0820 -0.2710 -1.6767  0.06
18 H -0.3369 -0.4558 -1.9247  0.14
19 H -0.6957 1.2888 -0.7012  0.09
20 H -0.2462 -0.9992 1.0066  0.14
21 H 0.4426 0.9406 0.4282  -0.04
22 H -2.5658 -3.4109 -1.3331  0.07
23 H -1.2514 -2.9128 -2.1858  0.07

The winner here is model one, beating the second structure by 57.9 kcal/mol.

Model one:
Here is the molecule C13H15N from the Open Molecules 2025 dataset. Energies are from wB97M-V/def2-TZVPD.

Calculated values
* SMILES string: CN1C2=CCC[C@@]2(C)c2ccccc21
* HOMO-LUMO gap: 8.497 eV
* HOMO: -7.573 eV

Last column: Löwdin charge in e.
Geometry (Å):
1 N 0.2785 1.6019 -0.0496  -0.07
2 C -1.0967 1.4353 2.0674  -0.02
3 C -0.3697 0.8470 0.9900  -0.14
4 C -0.2801 -0.5508 0.8590  -0.13
5 C 0.3194 -0.8760 -0.4641  -0.35
6 C -0.4143 2.8083 -0.4917  -0.05
7 C -0.7938 -1.3550 -1.3711  -0.05
8 C -1.6922 0.5338 2.9406  -0.11
9 C 0.8909 0.6328 -0.8842  -0.17
10 C 1.9594 0.6274 -1.6036  -0.03
11 C -0.9907 -1.4204 1.7321  -0.01
12 C 2.2290 -0.8386 -1.9483  -0.18
13 C 1.5998 -1.6612 -0.7730  -0.12
14 C -1.6189 -0.8370 2.8438  -0.10
15 H -2.2413 1.0789 3.6973  0.10
16 H -0.8317 3.2774 0.3853  0.06
17 H -0.5293 -1.4075 -2.5173  0.11
18 H -2.1291 -1.5786 3.3693  0.08
19 H -1.2008 -2.4039 -1.0967  0.11
20 H 3.3156 -1.0263 -2.0149  0.10
21 H -0.9548 2.4351 2.4354  0.10
22 H 2.5756 1.4360 -1.8379  0.09
23 H -1.1167 2.5810 -1.3308  0.10
24 H 2.3064 -1.8407 -0.0292  0.08
25 H 1.7341 -1.0276 -2.9561  0.11
26 H -1.1206 -2.5408 1.4569  0.14
27 H -1.6884 -0.7301 -1.3969  0.08
28 H 0.3357 3.5926 -0.8507  0.10
29 H 1.5247 -2.7931 -1.1610  0.15

Model two:
Here is the molecule C13H15N from the Open Molecules 2025 dataset. Energies are from wB97M-V/def2-TZVPD.

Calculated values
* HOMO-LUMO gap (alpha / beta): 5.642 / 7.016 eV
* HOMO (alpha / beta): -5.989 / -6.671 eV

Last column: Löwdin charge in e.
Geometry (Å):
1 N 0.0179 0.4804 -0.1498  -0.09
2 C 0.5432 0.6474 1.0786  -0.09
3 C 1.6523 1.5341 1.4100  -0.21
4 C -0.9904 -3.0462 -0.6801  -0.02
5 C -2.2572 -2.8093 -1.2689  -0.09
6 C 2.0059 2.0604 2.5573  -0.02
7 C 0.2606 1.5768 -1.1089  -0.15
8 C 1.9643 -2.3751 1.1641  0.01
9 C -1.9313 -0.4463 -1.2554  -0.01
10 C -2.6631 -1.5531 -1.6105  -0.12
11 C -0.7695 -0.5930 -0.4772  -0.14
12 C -0.3955 2.9634 -0.7904  -0.04
13 C -0.2481 -1.9663 -0.1622  -0.18
14 C 0.9392 -2.0894 0.4509  -0.04
15 H 1.2597 2.3037 3.2758  0.05
16 H -2.9019 -3.6174 -1.7165  0.12
17 H -1.4580 2.9833 -0.5519  0.07
18 H -3.6136 -1.4718 -1.9421  0.07
19 H -2.3692 0.4540 -1.4581  0.08
20 H 1.3032 1.6353 -1.1721  0.09
21 H 0.1206 3.4529 0.0579  0.07
22 H 2.4279 1.7403 0.5908  0.12
23 H 2.9134 2.5624 2.7380  0.04
24 H 1.9650 -2.7076 2.2036  0.07
25 H -0.2197 3.6009 -1.6145  0.05
26 H 0.4102 -0.1607 1.8289  0.13
27 H -0.8141 -4.0196 -0.2997  0.10
28 H 2.9357 -2.3047 0.8781  0.02
29 H -0.0876 1.1649 -1.9757  0.08

The winner here is model one, beating the second structure by 84.5 kcal/mol.